1.
An isolated molecule of C5H10O, computed with ωB97M-V/def2-TZVPD.

Positions of all 16 atoms, in Å:
O (0.274, 0.229, 1.515)
C (1.458, -0.427, 0.520)
C (1.219, 0.402, -0.736)
C (-0.287, 0.437, -1.107)
C (-1.061, -0.664, -0.377)
C (-0.932, -0.499, 1.142)
H (0.137, 1.181, 1.355)
H (2.336, -0.036, 1.059)
H (1.593, 1.447, -0.724)
H (1.788, -0.108, -1.525)
H (-0.435, 0.344, -2.188)
H (-0.720, 1.413, -0.838)
H (-2.124, -0.635, -0.647)
H (-0.659, -1.636, -0.670)
H (-1.768, 0.060, 1.576)
H (-0.819, -1.457, 1.647)

Forces on atoms 1 to 2 (eV/Å):
0.032 0.110 -0.079
0.102 0.360 0.019

The gap between HOMO and LUMO comes out at 0.2830 Eh. The lowest unoccupied orbital energy is 0.62 eV. The calculation puts the relative energy (zero: lowest compared OMol25 entry of this formula, charge and spin) at 96.7 kcal/mol. As for the total energy: -271.5986 Eh. The HOMO energy comes out at -7.08 eV.


2.
An isolated molecule of C5H10O, computed with ωB97M-V/def2-TZVPD.

Positions of all 16 atoms, in Å:
C (2.299, -0.122, -0.868)
C (1.101, 0.567, -0.236)
C (0.014, -0.430, 0.120)
C (-1.153, 0.269, 0.747)
C (-3.376, -0.009, 0.717)
O (-2.249, -0.673, 0.753)
H (3.087, 0.593, -1.114)
H (2.714, -0.870, -0.185)
H (2.004, -0.637, -1.789)
H (1.402, 1.112, 0.668)
H (0.683, 1.316, -0.923)
H (-0.355, -0.936, -0.783)
H (0.382, -1.209, 0.794)
H (-1.489, 1.088, 0.110)
H (-0.994, 0.668, 1.750)
H (-4.071, -0.726, 0.240)

Forces on atoms 1 to 2 (eV/Å):
0.139 -0.022 -0.053
0.058 0.060 0.021

The gap between HOMO and LUMO comes out at 0.3381 Eh. The lowest unoccupied orbital energy is 0.69 eV. The calculation puts the relative energy (zero: lowest compared OMol25 entry of this formula, charge and spin) at 80.6 kcal/mol. As for the total energy: -271.6242 Eh. The HOMO energy comes out at -8.51 eV.


3.
An isolated molecule of C5H10O, computed with ωB97M-V/def2-TZVPD.

Positions of all 16 atoms, in Å:
C (-2.199, 0.026, 0.667)
C (-0.880, -0.562, 0.296)
C (0.105, -0.820, 1.165)
C (1.497, -0.798, 0.621)
C (1.524, 0.690, 0.100)
O (0.225, 1.209, -0.373)
H (-2.099, 0.722, 1.506)
H (-2.821, -0.815, 0.965)
H (-2.702, 0.556, -0.152)
H (-0.784, -0.895, -0.742)
H (-0.006, -0.460, 2.189)
H (2.249, -0.995, 1.409)
H (1.692, -1.519, -0.186)
H (2.205, 0.876, -0.722)
H (1.779, 1.319, 0.963)
H (0.006, 1.048, -1.306)

Forces on atoms 1 to 2 (eV/Å):
-0.233 -0.198 0.195
-0.433 -1.287 0.666

The gap between HOMO and LUMO comes out at 0.3332 Eh. The lowest unoccupied orbital energy is 0.93 eV. The calculation puts the relative energy (zero: lowest compared OMol25 entry of this formula, charge and spin) at 54.0 kcal/mol. As for the total energy: -271.6666 Eh. The HOMO energy comes out at -8.13 eV.


4.
An isolated molecule of C5H10O, computed with ωB97M-V/def2-TZVPD.

Positions of all 16 atoms, in Å:
C (-1.759, 0.649, -0.976)
C (-0.625, -0.351, -1.191)
O (0.681, 0.231, -1.137)
C (0.833, 0.528, 0.184)
C (0.591, -0.767, 1.231)
C (1.886, -0.061, 1.004)
H (-2.710, 0.174, -1.236)
H (-1.671, 1.570, -1.564)
H (-1.809, 0.929, 0.080)
H (-0.512, -0.952, -0.193)
H (-0.694, -0.819, -2.184)
H (0.276, 1.418, 0.489)
H (0.008, -0.541, 2.117)
H (0.641, -1.867, 1.106)
H (2.270, 0.512, 1.826)
H (2.594, -0.655, 0.443)

Forces on atoms 1 to 2 (eV/Å):
-0.052 0.024 0.083
-0.180 -0.413 0.353

The gap between HOMO and LUMO comes out at 0.3792 Eh. The lowest unoccupied orbital energy is 1.19 eV. The calculation puts the relative energy (zero: lowest compared OMol25 entry of this formula, charge and spin) at 70.1 kcal/mol. As for the total energy: -271.6408 Eh. The HOMO energy comes out at -9.13 eV.


5.
An isolated molecule of C5H10O, computed with ωB97M-V/def2-TZVPD.

Positions of all 16 atoms, in Å:
C (0.532, -0.991, -1.784)
C (0.106, 0.151, -0.877)
O (-1.168, 0.571, -1.347)
C (0.104, -0.295, 0.588)
C (0.553, 0.647, 1.673)
C (-0.889, 0.251, 1.571)
H (-0.186, -1.814, -1.698)
H (1.526, -1.360, -1.508)
H (0.555, -0.664, -2.827)
H (0.829, 0.977, -0.988)
H (-1.386, 1.410, -0.927)
H (0.364, -1.343, 0.733)
H (1.146, 0.252, 2.493)
H (0.824, 1.656, 1.369)
H (-1.610, 0.985, 1.220)
H (-1.298, -0.433, 2.310)

Forces on atoms 1 to 2 (eV/Å):
0.019 -0.043 -0.046
0.310 -0.127 0.036

The gap between HOMO and LUMO comes out at 0.4153 Eh. The lowest unoccupied orbital energy is 1.00 eV. The calculation puts the relative energy (zero: lowest compared OMol25 entry of this formula, charge and spin) at 26.5 kcal/mol. As for the total energy: -271.7104 Eh. The HOMO energy comes out at -10.30 eV.


6.
An isolated molecule of C5H10O, computed with ωB97M-V/def2-TZVPD.

Positions of all 16 atoms, in Å:
C (-1.700, -0.806, -0.763)
O (-1.123, -0.258, 0.420)
C (0.323, 0.135, 0.342)
C (1.001, -1.130, 0.801)
C (0.678, 1.132, -0.717)
C (0.601, 1.560, 0.730)
H (-2.515, -1.520, -0.541)
H (-2.139, 0.012, -1.339)
H (-0.970, -1.345, -1.384)
H (1.599, -1.668, 0.055)
H (1.518, -1.085, 1.769)
H (-0.026, -1.539, 0.924)
H (1.645, 1.123, -1.220)
H (-0.153, 1.416, -1.353)
H (-0.269, 2.124, 1.042)
H (1.526, 1.849, 1.235)

Forces on atoms 1 to 2 (eV/Å):
0.121 0.246 -0.169
0.257 1.394 -0.350

The gap between HOMO and LUMO comes out at 0.3953 Eh. The lowest unoccupied orbital energy is 1.05 eV. The calculation puts the relative energy (zero: lowest compared OMol25 entry of this formula, charge and spin) at 57.9 kcal/mol. As for the total energy: -271.6603 Eh. The HOMO energy comes out at -9.70 eV.


7.
An isolated molecule of C5H10O, computed with ωB97M-V/def2-TZVPD.

Positions of all 16 atoms, in Å:
C (-2.051, -0.630, 0.462)
C (-1.651, 0.202, -0.725)
C (-0.601, 1.020, -0.777)
O (0.317, 1.190, 0.225)
C (1.047, 0.030, 0.621)
C (2.370, -0.067, -0.118)
H (-1.615, -0.229, 1.383)
H (-3.140, -0.629, 0.577)
H (-1.737, -1.678, 0.369)
H (-2.282, 0.162, -1.609)
H (-0.426, 1.668, -1.635)
H (0.450, -0.872, 0.444)
H (1.207, 0.123, 1.700)
H (2.977, 0.826, 0.054)
H (2.931, -0.944, 0.227)
H (2.204, -0.171, -1.196)

Forces on atoms 1 to 2 (eV/Å):
-0.029 -0.004 0.090
0.122 0.092 -0.015

The gap between HOMO and LUMO comes out at 0.3654 Eh. The lowest unoccupied orbital energy is 1.08 eV. The calculation puts the relative energy (zero: lowest compared OMol25 entry of this formula, charge and spin) at 28.0 kcal/mol. As for the total energy: -271.7080 Eh. The HOMO energy comes out at -8.86 eV.


8.
A cluster of 2 separate species, C5H10O in total, computed with ωB97M-V/def2-TZVPD.

Positions of all 16 atoms, in Å:
C (-2.338, -0.655, -0.854)
O (-0.938, -0.482, -0.780)
C (-0.387, -0.907, 0.415)
C (0.997, -1.083, 0.621)
C (1.921, 1.472, 0.964)
C (1.532, 1.656, -0.296)
H (-2.849, -0.168, -0.010)
H (-2.670, -0.195, -1.787)
H (-2.608, -1.721, -0.864)
H (-1.038, -0.711, 1.278)
H (-0.167, -2.074, 0.490)
H (1.454, -1.133, -0.384)
H (2.945, 1.211, 1.219)
H (1.232, 1.585, 1.798)
H (0.505, 1.904, -0.553)
H (2.225, 1.546, -1.127)

Forces on atoms 1 to 2 (eV/Å):
-0.321 -0.026 -0.041
0.117 -0.007 -0.006

The gap between HOMO and LUMO comes out at 0.3582 Eh. The lowest unoccupied orbital energy is 0.94 eV. The calculation puts the relative energy (zero: lowest compared OMol25 entry of this formula, charge and spin) at 125.7 kcal/mol. As for the total energy: -271.5523 Eh. The HOMO energy comes out at -8.81 eV.